[1]
Computed, not measured: 12 unconnected molecules or ions with the total composition C20H36F4N8O28 in a non-equilibrium geometry, with ωB97M-V with the def2-TZVPD basis set.

The geometry in XYZ format:
```
96
Properties=species:S:1:pos:R:3:lowdin_charge:R:1
O 2.30 14.07 -13.34 0.20
C 1.88 15.17 -13.53 -0.56
O 1.59 16.07 -12.56 0.09
C 0.96 17.19 -13.12 -0.07
C 1.35 17.07 -14.61 -0.29
F 2.50 17.78 -14.82 0.06
O 1.57 15.68 -14.72 0.13
H -0.12 17.20 -12.98 0.14
H 1.40 18.10 -12.71 0.14
H 0.55 17.36 -15.28 0.13
O 3.20 18.01 -24.43 0.20
C 2.70 18.37 -23.43 -0.53
O 2.50 19.69 -23.12 0.07
C 2.09 19.78 -21.77 -0.05
C 1.45 18.41 -21.55 -0.31
F 0.09 18.44 -21.70 0.04
O 2.08 17.61 -22.49 0.14
H 2.96 19.97 -21.13 0.14
H 1.43 20.64 -21.67 0.14
H 1.65 18.03 -20.55 0.14
O -4.47 11.68 -17.16 0.19
C -4.04 12.70 -16.74 -0.54
O -3.04 12.78 -15.84 0.08
C -2.99 14.11 -15.36 -0.06
C -3.48 14.89 -16.56 -0.31
F -2.51 15.12 -17.48 0.06
O -4.40 13.95 -17.12 0.11
H -3.75 14.23 -14.59 0.15
H -2.01 14.36 -14.96 0.14
H -3.95 15.81 -16.23 0.16
O 1.70 14.61 -21.74 0.20
C 1.34 14.74 -20.62 -0.56
O 1.46 15.84 -19.86 0.06
C 0.74 15.68 -18.66 -0.07
C 0.72 14.18 -18.53 -0.31
F -0.33 13.69 -17.86 0.10
O 0.73 13.77 -19.89 0.14
H 1.10 16.17 -17.76 0.13
H -0.26 16.09 -18.83 0.10
H 1.64 13.76 -18.10 0.18
C -5.54 20.53 -17.79 0.04
N -4.89 21.05 -19.00 -0.42
O -5.24 20.61 -20.08 0.07
O -4.11 21.98 -18.86 0.07
H -5.34 19.47 -17.66 0.08
H -6.60 20.76 -17.86 0.11
H -5.19 21.04 -16.90 0.07
C -3.85 20.38 -23.15 0.04
N -2.79 21.08 -22.35 -0.43
O -2.96 22.24 -22.08 0.08
O -1.84 20.39 -22.00 0.03
H -3.46 19.44 -23.50 0.08
H -4.01 21.01 -24.02 0.10
H -4.78 20.28 -22.60 0.08
C -5.41 16.30 -19.24 0.03
N -6.62 16.73 -18.55 -0.44
O -6.92 16.22 -17.49 0.07
O -7.24 17.65 -19.06 0.06
H -4.89 15.52 -18.69 0.07
H -4.74 17.14 -19.44 0.08
H -5.69 15.93 -20.22 0.11
C 1.46 20.33 -16.27 0.04
N 1.77 20.95 -17.57 -0.42
O 1.17 20.52 -18.54 0.05
O 2.71 21.71 -17.64 0.09
H 0.84 19.46 -16.46 0.07
H 1.01 21.01 -15.55 0.10
H 2.42 20.04 -15.83 0.09
C -1.42 18.83 -18.91 0.05
N -1.92 18.11 -17.73 -0.37
O -1.06 17.62 -16.99 0.02
O -3.11 18.07 -17.49 0.05
H -0.58 18.26 -19.32 0.08
H -1.18 19.87 -18.74 0.09
H -2.20 18.79 -19.68 0.08
C -3.58 19.51 -14.33 0.05
N -4.41 20.70 -13.98 -0.44
O -4.98 20.70 -12.92 0.09
O -4.33 21.63 -14.76 0.04
H -2.60 19.54 -13.88 0.10
H -3.63 19.47 -15.41 0.07
H -4.12 18.66 -13.91 0.10
C -1.81 15.83 -22.54 0.07
N -2.54 16.47 -21.42 -0.40
O -2.33 16.06 -20.29 0.05
O -3.21 17.46 -21.66 0.06
H -1.92 16.47 -23.42 0.10
H -2.23 14.85 -22.73 0.11
H -0.74 15.87 -22.35 0.09
C -2.05 23.68 -15.63 0.06
N -1.57 22.69 -16.63 -0.43
O -1.86 21.51 -16.48 0.02
O -0.87 23.08 -17.53 0.09
H -1.18 24.30 -15.41 0.10
H -2.36 23.17 -14.73 0.08
H -2.86 24.21 -16.12 0.11
```

Summary:
ΔE to the lowest compared entry with this formula, charge and spin: 0.730 eV
E: -101422.786 eV
LUMO level: -0.03237 hartree
M: 912.53 g/mol
HOMO: -11.05 eV
SMILES: O=C1OC[C@@H](F)O1.O=C1OC[C@@H](F)O1.O=C1OC[C@@H](F)O1.O=C1OC[C@@H](F)O1.C[N+](=O)[O-].C[N+](=O)[O-].C[N+](=O)[O-].C[N+](=O)[O-].C[N+](=O)[O-].C[N+](=O)[O-].C[N+](=O)[O-].C[N+](=O)[O-]


[2]
Computed, not measured: C5H6N2O in the gas phase in a non-equilibrium geometry, with ωB97M-V with the def2-TZVPD basis set.

The geometry in XYZ format:
```
14
Properties=species:S:1:pos:R:3:nbo_charge:R:1
C 1.11 -0.86 -2.00 -0.66
C 0.46 -0.67 -0.63 0.28
O 0.64 -1.71 0.30 -0.30
N 0.07 -1.41 1.53 -0.11
C -0.40 -0.22 1.32 0.12
C -0.22 0.29 0.02 -0.02
N -0.97 1.49 0.22 -0.58
C -1.22 1.05 1.64 -0.23
H 2.21 -0.95 -1.83 0.23
H 0.92 -0.13 -2.79 0.24
H 0.80 -1.86 -2.33 0.24
H -0.43 2.33 0.22 0.37
H -2.27 0.95 1.97 0.22
H -0.70 1.70 2.36 0.20
```

Summary:
ΔE to the lowest compared entry with this formula, charge and spin: 3.532 eV
E: -10306.071 eV
LUMO level: 0.03147 hartree
M: 110.12 g/mol
HOMO: -8.87 eV
SMILES: Cc1onc2c1NC2


[3]
Computed, not measured: a molecular structure, C34H24Cl2N7O2S2V in a non-equilibrium geometry, with ωB97M-V with the def2-TZVPD basis set.

The geometry in XYZ format:
```
72
Properties=species:S:1:pos:R:3:lowdin_charge:R:1
V -0.31 0.29 -0.19 0.87
Cl -3.74 -0.12 5.56 0.66
C -3.07 0.51 4.08 -0.68
C -1.97 -0.13 3.54 -0.04
C -1.41 0.32 2.35 -0.20
N -0.25 -0.18 1.70 -0.01
C 0.43 -1.26 2.22 -0.43
O -0.07 -2.21 2.79 0.05
C 1.96 -1.30 2.08 -0.20
C 2.58 -2.52 2.33 -0.02
C 3.96 -2.60 2.22 -0.06
C 4.67 -1.46 1.88 -0.06
C 3.96 -0.29 1.66 -0.14
N 2.63 -0.20 1.76 0.13
C -1.99 1.44 1.71 -0.19
C -3.08 2.08 2.27 -0.03
C -3.62 1.62 3.46 -0.68
Cl -5.00 2.45 4.12 0.65
N -1.40 1.71 0.44 -0.03
C -1.76 2.73 -0.37 -0.45
O -2.44 3.71 -0.12 0.08
C -1.18 2.52 -1.76 -0.18
C -1.25 3.51 -2.72 0.02
C -0.73 3.25 -3.97 -0.03
C -0.18 2.00 -4.22 -0.03
C -0.14 1.07 -3.20 -0.10
N -0.61 1.33 -1.98 0.02
H -1.56 -0.99 4.04 0.10
H 1.97 -3.37 2.61 0.12
H 4.47 -3.54 2.41 0.11
H 5.75 -1.48 1.79 0.10
H 4.49 0.63 1.41 0.11
H -3.50 2.95 1.79 0.10
H -1.72 4.45 -2.46 0.13
H -0.76 4.00 -4.76 0.12
H 0.21 1.74 -5.20 0.12
H 0.26 0.08 -3.36 0.12
C -0.68 -3.93 0.08 -0.06
C 0.55 -3.26 -0.47 -0.61
N 0.71 -1.98 -0.71 0.08
C 1.99 -1.73 -1.20 -0.32
C 2.78 -2.82 -1.34 -0.33
S 1.93 -4.20 -0.85 1.11
C 2.41 -0.34 -1.42 -0.33
C 3.50 0.09 -2.08 -0.32
S 3.67 1.77 -1.87 1.10
C 2.25 1.83 -0.92 -0.61
N 1.68 0.66 -0.79 -0.02
C 1.78 3.09 -0.26 -0.04
H -0.90 -3.53 1.07 0.08
H -0.51 -5.00 0.16 0.08
H -1.54 -3.76 -0.57 0.08
H 3.82 -2.86 -1.65 0.09
H 4.21 -0.49 -2.66 0.09
H 2.55 3.46 0.42 0.09
H 0.89 2.90 0.32 0.07
H 1.58 3.87 -1.00 0.09
C -2.08 -0.86 -0.64 -0.14
C -2.45 -0.91 -2.07 -0.29
C -3.34 0.04 -2.62 -0.04
C -3.63 0.07 -3.97 -0.03
C -3.05 -0.86 -4.84 -0.25
C -2.18 -1.82 -4.32 -0.04
C -1.89 -1.84 -2.96 -0.05
C -3.37 -0.86 -6.25 -0.19
N -3.62 -0.86 -7.38 0.14
H -1.88 -1.85 -0.24 0.03
H -2.87 -0.39 -0.05 0.07
H -3.79 0.77 -1.96 0.12
H -4.31 0.81 -4.37 0.12
H -1.73 -2.54 -4.99 0.12
H -1.19 -2.57 -2.58 0.09
```

Summary:
ΔE to the lowest compared entry with this formula, charge and spin: 0.392 eV
E: -122579.646 eV
LUMO level (alpha / beta): -0.01736 / -0.01879 hartree
M: 748.60 g/mol
expectation value of S²: 2.024
HOMO (alpha / beta): -7.51 / -7.53 eV
2S+1: 3


[4]
Computed, not measured: C5H3F4IO2 in the gas phase in a non-equilibrium geometry, with ωB97M-V with the def2-TZVPD basis set.

The geometry in XYZ format:
```
15
Properties=species:S:1:pos:R:3:nbo_charge:R:1
C -1.70 -0.76 -0.10 -0.65
C -0.36 0.04 0.00 0.48
C -0.55 1.44 -0.69 0.93
F -1.55 2.19 -0.21 -0.32
F 0.51 2.24 -0.73 -0.31
F -0.73 1.20 -1.96 -0.31
O 0.14 -0.03 1.34 -0.50
C 1.46 -0.41 1.35 0.58
F 2.18 -0.45 2.44 -0.27
C 1.84 -0.77 0.12 -0.07
I 3.66 -1.22 -0.62 0.24
O 0.80 -0.56 -0.82 -0.52
H -1.51 -1.65 0.62 0.24
H -1.80 -1.11 -1.12 0.25
H -2.39 -0.15 0.37 0.24
```

Summary:
ΔE to the lowest compared entry with this formula, charge and spin: 0.000 eV
E: -28297.151 eV
LUMO level: 0.01496 hartree
M: 297.97 g/mol
HOMO: -8.54 eV
SMILES: C[C@@]1(C(F)(F)F)OC(F)=C(I)O1


[5]
Computed, not measured: C4H4F2 in the gas phase in a non-equilibrium geometry, with ωB97M-V with the def2-TZVPD basis set.

The geometry in XYZ format:
```
10
Properties=species:S:1:pos:R:3:nbo_charge:R:1
F -1.73 -1.46 0.28 -0.33
C -1.80 -0.14 0.02 0.25
C -0.73 0.58 -0.18 -0.34
C 0.56 -0.12 -0.30 -0.31
C 1.74 0.11 0.29 0.23
F 2.80 -0.70 -0.03 -0.35
H -2.89 0.16 0.15 0.18
H -0.55 1.66 -0.32 0.25
H 0.50 -0.75 -1.15 0.23
H 2.09 0.66 1.24 0.19
```

Summary:
ΔE to the lowest compared entry with this formula, charge and spin: 0.980 eV
E: -9645.472 eV
LUMO level: 0.03389 hartree
M: 90.07 g/mol
HOMO: -9.43 eV
SMILES: F/C=C\C=C\F